Entry 1:
The following is a quantum chemistry calculation of a molecular structure, C51H90AsGeMgN6OP3S, from the OMol25 dataset.

```
155
C51H90AsGeMgN6OP3S, DFT wB97M-V/def2-TZVPD
Mg 0.3719 1.6863 0.5778
C -2.1898 1.0839 -4.6937
C -1.5825 -0.3126 -4.6562
C -2.5247 -1.3138 -5.3242
P -0.9393 -0.7956 -2.9620
C -2.5610 -1.2706 -2.2108
N -2.6585 -1.8341 -0.8718
Ge -1.5845 -1.3219 0.7291
N -0.3073 -2.6414 1.2218
C 1.1035 -2.3487 1.3887
P 1.5075 -0.6085 1.8335
C 0.7071 -0.4078 3.5157
C 1.5031 0.5352 4.4157
C 0.3329 -1.6945 4.2538
C 3.3263 -0.7327 2.1654
C 3.7478 -1.8120 3.1645
C 4.1167 -0.8980 0.8732
C -0.6280 -3.9387 0.8152
C 0.2712 -4.9395 0.4538
C -0.2061 -6.1543 -0.0230
C -1.5641 -6.3911 -0.1565
C -2.4707 -5.4184 0.2546
C -1.9947 -4.2336 0.7615
N -2.8207 -3.2005 1.3052
C -4.0674 -2.9106 0.6805
C -5.3003 -3.2446 1.2109
C -6.4547 -2.9014 0.5262
C -6.3587 -2.2317 -0.6836
C -5.1256 -1.8594 -1.1955
C -3.9481 -2.1705 -0.4986
C -2.8551 -3.1672 2.7300
C -2.9950 -4.2834 3.5229
C -3.0971 -4.1302 4.9000
C -3.0785 -2.8536 5.4373
C -2.9081 -1.7345 4.6326
C -2.7580 -1.8831 3.2513
N -2.5051 -0.8597 2.3425
C -2.5320 0.4551 2.9298
P -1.9609 1.8538 1.8928
C -1.9687 3.1918 3.1758
C -0.7219 3.0909 4.0541
C -3.2218 3.2354 4.0537
C -3.3603 2.2036 0.7137
C -3.7292 3.6892 0.6810
C -4.6110 1.3540 0.9370
C -0.2331 -2.4600 -3.3787
C 0.5494 -2.9687 -2.1835
C 0.6532 -2.4026 -4.6210
H -2.5342 1.3077 -5.7041
H -1.4677 1.8412 -4.4108
H -3.0531 1.1754 -4.0340
H -0.6595 -0.2709 -5.2453
H -3.5189 -1.2834 -4.8809
H -2.1641 -2.3407 -5.2752
H -2.6453 -1.0559 -6.3774
H -2.9965 -2.0310 -2.8668
H -3.1920 -0.3747 -2.3091
H 1.7077 -2.5897 0.5058
H 1.4805 -2.9688 2.2113
H -0.2312 0.1014 3.2749
H 2.4019 0.0599 4.8027
H 0.8937 0.8236 5.2735
H 1.8020 1.4458 3.9001
H 1.2093 -2.2454 4.5908
H -0.2798 -2.3577 3.6452
H -0.2486 -1.4406 5.1420
H 3.5727 0.2497 2.5856
H 3.6454 -2.8074 2.7324
H 3.1961 -1.7894 4.0980
H 4.8034 -1.6757 3.4040
H 3.9832 -1.8991 0.4589
H 5.1810 -0.7726 1.0793
H 3.8353 -0.1855 0.1013
H 1.3361 -4.7763 0.5196
H 0.5023 -6.9209 -0.3062
H -1.9196 -7.3319 -0.5484
H -3.5374 -5.5870 0.1990
H -5.3522 -3.7744 2.1526
H -7.4213 -3.1722 0.9244
H -7.2582 -1.9884 -1.2320
H -5.0790 -1.3293 -2.1337
H -3.0296 -5.2630 3.0644
H -3.2108 -4.9937 5.5377
H -3.1902 -2.7187 6.5038
H -2.8888 -0.7585 5.0906
H -1.9004 0.5060 3.8277
H -3.5486 0.6853 3.2692
H -1.8983 4.1199 2.6017
H -0.7740 2.2235 4.7155
H -0.6387 3.9751 4.6867
H 0.1987 3.0096 3.4667
H -3.2413 2.3967 4.7489
H -4.1466 3.2182 3.4829
H -3.2185 4.1471 4.6524
H -2.9402 1.9369 -0.2621
H -4.3366 3.9589 1.5438
H -4.3192 3.8952 -0.2120
H -2.8639 4.3477 0.6612
H -5.1078 1.6106 1.8738
H -4.4042 0.2833 0.9434
H -5.3184 1.5533 0.1316
H -1.0682 -3.1450 -3.5636
H 1.3684 -2.2864 -1.9494
H 0.9677 -3.9572 -2.3878
H -0.0921 -3.0619 -1.3138
H 1.3793 -1.5938 -4.5456
H 0.0818 -2.2671 -5.5370
H 1.2070 -3.3384 -4.7170
C 3.6597 3.2666 3.0991
As 2.3632 3.2892 1.6341
C 1.6224 5.0618 1.9391
C 3.6200 3.5905 0.1832
H 4.2878 4.1556 3.0249
H 4.2925 2.3814 3.0321
H 3.1562 3.2676 4.0654
H 2.3433 5.8190 1.6333
H 1.4108 5.1778 3.0038
H 0.7104 5.1753 1.3628
H 4.1190 4.5516 0.3234
H 3.0879 3.5692 -0.7630
H 4.3588 2.7868 0.1906
C 0.5432 5.3398 -1.4556
C 0.2135 3.8649 -1.6992
C 1.1401 3.3076 -2.7742
C -1.2323 3.7498 -2.1597
O 0.4036 3.1609 -0.4988
H 0.4664 5.9239 -2.3728
H 1.5585 5.4427 -1.0713
H -0.1440 5.7669 -0.7244
H 0.9982 3.8306 -3.7217
H 0.9547 2.2445 -2.9270
H 2.1836 3.4129 -2.4809
H -1.3943 4.2653 -3.1077
H -1.8891 4.1941 -1.4255
H -1.4998 2.7008 -2.2872
C 4.5554 2.8882 -4.0026
N 5.1586 1.5858 -4.2001
C 5.5787 1.3532 -5.5759
C 4.8047 0.5501 -3.3902
S 3.4322 0.6299 -2.4201
N 5.6165 -0.5313 -3.4136
C 7.0372 -0.4534 -3.7141
C 5.2178 -1.7908 -2.8217
H 5.2281 3.6382 -4.4171
H 4.4104 3.0754 -2.9417
H 3.5860 2.9612 -4.5039
H 4.8251 1.7725 -6.2474
H 5.6554 0.2905 -5.7799
H 6.5358 1.8300 -5.7922
H 7.3555 0.5820 -3.7797
H 7.2899 -0.9685 -4.6427
H 7.5846 -0.9332 -2.9005
H 4.1403 -1.8161 -2.6923
H 5.6950 -1.9235 -1.8454
H 5.5322 -2.6061 -3.4753
```

Properties
* energy relative to the best compared isomer or geometry (same formula, charge and spin): 0.0 kcal/mol
* M: 1100.15 g mol⁻¹
* HOMO (spin up / spin down): -0.3380 / -0.3589 hartree
* HOMO-LUMO gap (spin up / spin down): 7.90 / 5.95 eV
* LUMO energy (spin up / spin down): -1.300 / -3.812 eV
* spin multiplicity: 2
* total energy: -8336.02422 Eh
* expectation value of S²: 0.76
* net charge: +1

These are the Mulliken partial charges, in e, on atoms 1 to 2: atom 1 (Mg): 1.7842, atom 2 (C): -1.3163



Entry 2:
The following is a quantum chemistry calculation of 14 unconnected molecules or ions with the total composition C51H96Cl4N10O16S2, from the OMol25 dataset.

```
179
C51H96Cl4N10O16S2, DFT wB97M-V/def2-TZVPD
C -3.4347 -0.4385 1.4804
O -2.1512 -0.7347 0.8861
C -1.9051 -0.1209 -0.3478
C -0.7509 -0.8387 -1.1087
N 0.5601 -0.7943 -0.3043
H 0.5000 -1.2309 0.6045
H 1.3385 -1.1277 -0.8547
C 0.9222 0.6801 0.1228
C 2.2966 0.6604 0.7296
O 2.2584 -0.2655 1.7781
C 1.7852 0.2806 3.0289
H -3.6769 0.6241 1.4975
H -3.5354 -0.8568 2.4818
H -4.2571 -0.9201 0.9513
H -1.7293 0.9541 -0.3086
H -2.7644 -0.2728 -1.0010
H -0.4791 -0.3641 -2.0516
H -0.9356 -1.8316 -1.5188
H 0.1643 1.0767 0.7985
H 0.8795 1.3372 -0.7458
H 2.5273 1.6555 1.1100
H 3.0994 0.5145 0.0068
H 0.8094 0.7496 2.9028
H 2.4252 1.1061 3.3406
H 1.6502 -0.5980 3.6597
C -0.0955 -3.6294 1.6842
O 1.1857 -3.0201 1.5484
C 2.2062 -3.9762 1.5034
C 3.6105 -3.3568 1.4163
N 3.7871 -2.2698 0.3187
H 3.4419 -2.5223 -0.5963
H 3.1605 -1.5257 0.5905
C 5.1568 -1.6527 -0.0244
C 5.8023 -0.8475 1.1048
O 5.8665 -1.5629 2.2845
C 6.7990 -1.1311 3.2537
H -0.4603 -4.1795 0.8168
H -0.7986 -2.8394 1.9481
H 0.0068 -4.3706 2.4768
H 2.0159 -4.6025 0.6318
H 2.1721 -4.5837 2.4078
H 4.4285 -4.0457 1.2055
H 3.9185 -2.8445 2.3278
H 4.9174 -1.0790 -0.9197
H 5.7149 -2.5336 -0.3413
H 5.2793 0.0707 1.3723
H 6.7454 -0.4698 0.7101
H 6.7764 -1.8153 4.1019
H 6.3933 -0.1762 3.5877
H 7.7826 -0.9278 2.8303
C 1.8044 1.0455 -4.0283
O 0.6689 0.9862 -4.9042
C -0.3130 1.9999 -4.6213
C -1.2369 2.1243 -5.7601
N -0.4210 2.1064 -7.1109
H 0.5029 2.5072 -7.0339
H -0.3058 1.1343 -7.3597
C -1.0637 2.7832 -8.3237
C -0.2110 2.6470 -9.5686
O 1.0435 3.1818 -9.2864
C 1.9284 3.3179 -10.4001
H 1.5128 1.0168 -2.9784
H 2.4093 1.9403 -4.1744
H 2.4527 0.2098 -4.2918
H 0.0753 3.0136 -4.5225
H -0.7894 1.7606 -3.6706
H -1.7491 3.0854 -5.7137
H -2.0108 1.3571 -5.7845
H -1.2388 3.8196 -8.0353
H -2.0537 2.3323 -8.3925
H -0.7145 3.1891 -10.3691
H -0.2054 1.6265 -9.9514
H 2.1692 2.3594 -10.8601
H 2.8503 3.7775 -10.0438
H 1.6381 4.0234 -11.1787
S 2.3244 -2.5209 -2.6941
O 2.8956 -2.4624 -4.0275
O 2.5659 -1.2933 -1.9377
O 0.8836 -2.6617 -2.8135
O 2.8460 -3.5743 -1.8521
S 1.2004 4.0845 -1.2740
O 1.0363 5.5108 -1.1215
O -0.0887 3.3941 -1.1375
O 1.7069 4.3095 -2.6124
O 2.2097 3.5071 -0.4402
C -4.1902 -1.6788 -3.5217
C -2.7130 -1.8631 -3.9887
O -2.2921 -3.0175 -4.2059
O -1.9894 -0.8536 -4.2287
H -4.8804 -1.7861 -4.3585
H -4.2614 -0.6411 -3.1958
H -4.3865 -2.3474 -2.6835
C 1.1370 -3.2808 5.4399
C 0.3823 -2.1749 6.1293
N -0.6290 -1.5914 5.1854
C -0.9639 -0.2733 5.7150
C -1.8740 0.5457 4.8204
C -1.7136 -2.5185 4.7775
C -2.6830 -2.9029 5.8975
H 0.7591 -4.2900 5.6037
H 2.0824 -3.2261 5.9797
H 1.3225 -3.1703 4.3715
H -0.0919 -2.6049 7.0115
H 1.0688 -1.3925 6.4526
H -1.4760 -0.3087 6.6765
H -0.0164 0.2275 5.9138
H -1.7214 1.6232 4.8825
H -1.8223 0.3254 3.7542
H -2.8897 0.3036 5.1332
H -1.2710 -3.4401 4.3995
H -2.2132 -2.0915 3.9079
H -2.1813 -3.3697 6.7451
H -3.4583 -3.5773 5.5339
H -3.1108 -1.9306 6.1422
C -5.3973 -4.3208 0.5319
Cl -5.7130 -4.7360 2.2287
Cl -6.5116 -3.0202 0.1160
Cl -3.7503 -3.7423 0.2479
Cl -5.7030 -5.6692 -0.5887
N 4.5825 2.5401 -0.8361
C 5.8061 3.1111 -0.4109
C 6.8397 2.3571 -1.0101
C 6.1931 1.2910 -1.6704
C 4.8368 1.4577 -1.6265
H 3.6736 2.9028 -0.5863
H 5.8712 3.9670 0.2445
H 7.8881 2.6038 -0.9294
H 6.6913 0.5399 -2.2655
H 4.0676 0.9379 -2.1783
N -1.7348 3.6050 1.0689
C -1.2698 4.0726 2.2442
C -2.2606 3.8715 3.1467
C -3.3472 3.3686 2.4661
C -3.0142 3.2327 1.2045
H -1.2306 3.6894 0.1978
H -0.2510 4.4244 2.3127
H -2.2006 4.1541 4.1874
H -4.2939 3.1884 2.9537
H -3.5145 2.9257 0.2980
N -2.6711 3.4373 -2.4398
C -3.6790 4.3826 -2.4213
C -4.8450 3.7648 -2.9630
C -4.5455 2.4355 -3.2090
C -3.2660 2.2343 -2.7617
H -1.7626 3.6155 -2.0363
H -3.5451 5.3730 -2.0118
H -5.7481 4.3321 -3.1333
H -5.1880 1.6750 -3.6276
H -2.7238 1.3004 -2.7801
N -7.6334 -0.5356 6.1593
C -6.7780 0.3055 5.4866
C -5.8175 -0.4716 4.8579
C -6.0677 -1.8091 5.1393
C -7.2309 -1.8061 5.8742
H -8.5079 -0.1701 6.5081
H -6.9079 1.3756 5.4189
H -4.9990 -0.1115 4.2522
H -5.5243 -2.7183 4.9285
H -7.8057 -2.6833 6.1323
N 3.4836 3.9484 1.8262
C 4.3691 3.5186 2.7727
C 4.2032 4.2609 3.8884
C 3.1781 5.1727 3.6124
C 2.8438 5.0673 2.2846
H 3.3412 3.5138 0.9257
H 5.1032 2.7905 2.4609
H 4.7615 4.1570 4.8070
H 2.8089 6.0029 4.1963
H 2.1584 5.5861 1.6307
N -0.1705 -4.8048 -1.6226
C 0.4652 -6.0238 -1.4689
C -0.5222 -7.0188 -1.6097
C -1.7594 -6.3938 -1.7938
C -1.5342 -4.9962 -1.6700
H 0.3308 -3.9305 -1.6879
H 1.5070 -6.0367 -1.1847
H -0.3342 -8.0821 -1.6268
H -2.6969 -6.9103 -1.9374
H -2.2033 -4.1851 -1.9167
```

Properties
* M: 1311.33 g mol⁻¹
* HOMO: -0.0606 hartree
* HOMO-LUMO gap: 4.61 eV
* LUMO energy: 2.959 eV
* total energy: -6389.19336 Eh
* net charge: -2

These are the Mulliken partial charges, in e, on atoms 1 to 2: atom 1 (C): -0.5554, atom 2 (O): 0.9632